Version one
C23H35N3O3 in the gas phase, computed with wB97M-V/def2-TZVPD.

For the molecular weight, the calculation gives 401.6 u. The value obtained for the frontier orbital gap is 9.74 eV. As for the SMILES: CC1(C)C[C@@H](C(=O)N2CCCCC(C)(C)C2)CN(C(=O)c2ncoc2C2CC2)C1. The value obtained for the HOMO energy is -8.99 eV.

Positions of all 64 atoms, in Å:
C1 -0.982 2.372 3.490
C2 -0.511 1.319 2.490
C3 -0.953 -0.066 2.967
C4 -1.095 1.638 1.107
C5 -0.501 0.759 0.011
C6 -1.004 1.181 -1.363
O1 -1.261 2.353 -1.594
N1 -1.108 0.212 -2.314
C7 -0.799 -1.197 -2.099
C8 -1.967 -2.029 -1.567
C9 -3.334 -1.605 -2.112
C10 -3.367 -1.222 -3.596
C11 -3.020 0.240 -3.947
C12 -3.234 0.430 -5.450
C13 -3.928 1.213 -3.192
C14 -1.551 0.573 -3.654
C15 1.025 0.891 0.026
N2 1.539 0.547 1.341
C16 2.504 -0.398 1.444
O2 2.965 -0.974 0.465
C17 2.968 -0.781 2.812
N3 2.076 -1.117 3.831
C18 2.830 -1.458 4.811
O3 4.148 -1.364 4.561
C19 4.238 -0.941 3.256
C20 5.610 -0.753 2.766
C21 6.361 -1.935 2.196
C22 5.961 -0.800 1.307
C23 1.020 1.391 2.408
H1 -0.684 3.374 3.175
H2 -2.070 2.357 3.575
H3 -0.565 2.184 4.482
H4 -0.546 -0.865 2.346
H5 -0.607 -0.253 3.984
H6 -2.043 -0.137 2.950
H7 -2.183 1.526 1.136
H8 -0.897 2.681 0.850
H9 -0.751 -0.284 0.202
H10 -0.501 -1.587 -3.074
H11 0.076 -1.306 -1.459
H12 -1.767 -3.074 -1.822
H13 -1.997 -1.984 -0.475
H14 -4.033 -2.426 -1.944
H15 -3.714 -0.772 -1.518
H16 -2.715 -1.892 -4.169
H17 -4.378 -1.401 -3.974
H18 -2.952 1.438 -5.760
H19 -2.639 -0.282 -6.027
H20 -4.284 0.281 -5.711
H21 -3.784 2.228 -3.567
H22 -4.978 0.940 -3.327
H23 -3.713 1.241 -2.125
H24 -1.389 1.642 -3.782
H25 -0.911 0.043 -4.366
H26 1.506 0.249 -0.706
H27 1.287 1.932 -0.200
H28 2.536 -1.789 5.793
H29 6.193 -0.082 3.386
H30 7.399 -2.041 2.476
H31 5.812 -2.861 2.098
H32 5.156 -0.969 0.608
H33 6.734 -0.118 0.983
H34 1.313 2.427 2.197
H35 1.458 1.102 3.359

Version two
C23H35N3O3 in the gas phase, computed with wB97M-V/def2-TZVPD.

For the molecular weight, the calculation gives 401.6 u. The value obtained for the frontier orbital gap is 8.82 eV. As for the SMILES: Cc1ccc2c(c1)N(CCCC(=O)NCCCN1[C@H](C)CCC[C@@H]1C)C(=O)CO2. The value obtained for the HOMO energy is -8.01 eV.

Positions of all 64 atoms, in Å:
C1 -7.361 -1.292 -1.996
C2 -6.360 -1.376 -0.882
C3 -6.172 -2.549 -0.169
C4 -5.218 -2.617 0.830
C5 -4.449 -1.507 1.137
C6 -4.652 -0.299 0.456
C7 -5.599 -0.259 -0.557
N1 -3.941 0.836 0.878
C8 -4.313 2.161 0.419
C9 -3.668 2.523 -0.923
C10 -2.172 2.807 -0.791
C11 -1.364 1.527 -0.621
O1 -1.709 0.456 -1.085
N2 -0.200 1.700 0.035
C12 0.718 0.621 0.312
C13 2.148 1.002 -0.062
C14 3.113 -0.167 0.168
N3 4.477 0.225 -0.147
C15 5.071 -0.439 -1.303
C16 4.228 -0.272 -2.564
C17 5.392 -1.914 -1.011
C18 6.331 -2.010 0.191
C19 5.754 -1.250 1.384
C20 5.418 0.191 0.967
C21 4.952 1.039 2.147
C22 -2.872 0.719 1.700
O2 -2.267 1.675 2.151
C23 -2.445 -0.711 1.983
O3 -3.521 -1.606 2.137
H1 -7.992 -2.176 -2.016
H2 -6.850 -1.212 -2.955
H3 -7.993 -0.413 -1.881
H4 -6.764 -3.422 -0.400
H5 -5.053 -3.524 1.388
H6 -5.764 0.649 -1.114
H7 -3.976 2.862 1.188
H8 -5.402 2.212 0.351
H9 -4.173 3.406 -1.318
H10 -3.794 1.699 -1.627
H11 -1.814 3.286 -1.707
H12 -1.984 3.479 0.047
H13 -0.028 2.571 0.511
H14 0.666 0.354 1.375
H15 0.383 -0.234 -0.281
H16 2.182 1.298 -1.110
H17 2.471 1.854 0.538
H18 3.027 -0.485 1.211
H19 2.788 -1.012 -0.445
H20 6.023 0.081 -1.480
H21 4.792 -0.624 -3.425
H22 3.989 0.777 -2.710
H23 3.302 -0.839 -2.514
H24 4.467 -2.455 -0.799
H25 5.855 -2.371 -1.887
H26 6.498 -3.057 0.455
H27 7.298 -1.576 -0.076
H28 4.849 -1.750 1.736
H29 6.473 -1.240 2.205
H30 6.339 0.651 0.583
H31 4.654 2.024 1.796
H32 4.115 0.586 2.671
H33 5.769 1.155 2.854
H34 -1.868 -0.744 2.909
H35 -1.805 -1.025 1.142

Result of the stability comparison: version two is the most stable of them.